No. 1
DFT (ωB97M-V/def2-TZVPD) results for a structure of composition C3H3LiO3 in a non-equilibrium geometry.

Net charge: 0
Orbital gap in eV: 8.613

Each line ends with the Löwdin charge.
CARTESIAN COORDINATES (ANGSTROEM)
C  1.231  0.177  0.405  -0.79
C  -1.042  0.650  -0.038  -0.20
O  0.037  0.685  0.809  0.01
O  1.267  -1.063  0.242  -0.08
C  -1.815  -0.437  -0.113  0.03
H  -1.328  1.613  -0.464  0.12
H  -2.182  -0.434  -1.177  0.08
H  -1.527  -1.381  0.351  0.07
O  2.205  0.938  0.209  -0.07
Li  3.156  -0.749  -0.225  0.84

=====

No. 2
DFT (ωB97M-V/def2-TZVPD) results for a structure of composition C39H53AuBBrN5OP2.

Net charge: +1
Orbital gap in eV: 7.006

Each line ends with the Löwdin charge.
CARTESIAN COORDINATES (ANGSTROEM)
Au  0.603  -0.303  -0.078  1.01
C  0.794  -0.014  -4.990  -0.08
C  1.172  -0.317  -3.538  -0.66
C  1.064  -1.825  -3.273  -0.08
C  2.624  0.152  -3.348  -0.08
P  0.121  0.578  -2.281  1.11
C  0.774  2.319  -2.249  -0.24
N  1.733  2.329  -1.171  -0.01
B  1.736  1.357  -0.145  -0.69
N  2.757  1.672  0.777  -0.01
C  3.021  0.872  1.951  -0.22
P  2.283  -0.806  1.605  1.11
C  3.674  -1.845  0.919  -0.67
C  4.007  -1.296  -0.470  -0.10
C  4.949  -1.824  1.770  -0.07
C  3.185  -3.289  0.752  -0.08
C  1.662  -1.424  3.249  -0.66
C  2.791  -1.708  4.245  -0.07
C  0.765  -0.319  3.835  -0.09
C  0.818  -2.689  3.046  -0.07
C  3.413  2.815  0.295  -0.15
C  4.493  3.516  0.799  -0.01
C  4.943  4.621  0.086  -0.08
C  4.321  5.020  -1.092  -0.08
C  3.225  4.328  -1.597  -0.01
C  2.778  3.223  -0.898  -0.15
C  -1.656  0.718  -2.800  -0.67
C  -1.837  1.660  -3.998  -0.07
C  -2.205  -0.679  -3.111  -0.07
C  -2.445  1.299  -1.622  -0.08
H  1.546  -0.475  -5.634  0.10
H  0.797  1.056  -5.204  0.08
H  -0.172  -0.429  -5.271  0.07
H  1.791  -2.344  -3.901  0.10
H  0.076  -2.214  -3.513  0.08
H  1.273  -2.077  -2.232  0.05
H  3.279  -0.525  -3.901  0.10
H  2.941  0.160  -2.311  0.04
H  2.777  1.154  -3.750  0.09
H  -0.054  3.009  -2.066  0.10
H  1.221  2.584  -3.210  0.10
H  2.509  1.281  2.824  0.09
H  4.084  0.820  2.187  0.09
H  4.238  -0.229  -0.462  0.09
H  3.183  -1.479  -1.155  0.04
H  4.882  -1.826  -0.852  0.10
H  5.301  -0.817  1.991  0.08
H  5.738  -2.315  1.197  0.10
H  4.843  -2.368  2.704  0.06
H  2.203  -3.339  0.274  0.08
H  3.138  -3.816  1.703  0.07
H  3.896  -3.824  0.117  0.10
H  3.512  -0.891  4.312  0.09
H  3.321  -2.630  4.013  0.07
H  2.345  -1.832  5.234  0.10
H  1.349  0.450  4.342  0.08
H  0.107  -0.769  4.580  0.10
H  0.135  0.155  3.085  0.05
H  1.417  -3.546  2.751  0.07
H  0.037  -2.547  2.301  0.06
H  0.339  -2.935  3.996  0.10
H  4.972  3.218  1.723  0.11
H  5.789  5.183  0.458  0.11
H  4.692  5.885  -1.624  0.11
H  2.737  4.649  -2.508  0.11
H  -1.379  1.293  -4.911  0.06
H  -1.459  2.663  -3.794  0.08
H  -2.908  1.757  -4.186  0.10
H  -1.794  -1.094  -4.030  0.07
H  -3.287  -0.604  -3.243  0.09
H  -2.013  -1.376  -2.290  0.08
H  -2.088  2.288  -1.323  0.09
H  -2.420  0.643  -0.759  0.05
H  -3.486  1.413  -1.934  0.07
Br  -6.580  2.713  -1.791  0.75
C  -6.485  1.419  -0.415  -0.69
C  -6.965  1.715  0.849  -0.11
C  -6.874  0.753  1.844  -0.02
C  -6.260  -0.468  1.593  -0.28
C  -5.821  -0.769  0.305  -0.01
C  -5.946  0.172  -0.700  -0.13
N  -6.254  -1.395  2.685  0.07
N  -5.366  -2.247  2.833  0.09
C  -4.110  -2.135  2.166  -0.26
C  -3.591  -3.273  1.598  -0.02
C  -2.420  -3.246  0.834  0.00
C  -1.697  -2.075  0.658  -0.40
O  -0.613  -2.055  -0.079  -0.27
C  -2.164  -0.905  1.361  -0.16
N  -1.415  0.227  1.264  0.01
C  -1.777  1.310  1.906  -0.15
C  -2.895  1.346  2.756  -0.02
C  -3.666  0.225  2.871  0.01
C  -3.353  -0.935  2.126  -0.10
H  -7.417  2.676  1.051  0.11
H  -7.270  0.942  2.833  0.12
H  -5.412  -1.742  0.069  0.12
H  -5.629  -0.062  -1.708  0.10
H  -4.147  -4.196  1.708  0.12
H  -2.058  -4.149  0.360  0.12
H  -1.153  2.189  1.776  0.12
H  -3.124  2.246  3.310  0.11
H  -4.512  0.215  3.545  0.12

=====

Number 1: electronic energy -349.38265 hartree. Number 2: electronic energy -5284.10569 hartree.